(1)
{"formula": "C49H140N6O24", "method": "the ωB97M-V functional and the def2-TZVPD basis", "species": ["C", "O", "C", "C", "N", "C", "C", "O", "C", "H", "H", "H", "H", "H", "H", "H", "H", "H", "H", "H", "H", "H", "H", "H", "C", "O", "C", "C", "N", "C", "C", "O", "C", "H", "H", "H", "H", "H", "H", "H", "H", "H", "H", "H", "H", "H", "H", "H", "C", "O", "C", "C", "N", "C", "C", "O", "C", "H", "H", "H", "H", "H", "H", "H", "H", "H", "H", "H", "H", "H", "H", "H", "C", "O", "C", "C", "N", "C", "C", "O", "C", "H", "H", "H", "H", "H", "H", "H", "H", "H", "H", "H", "H", "H", "H", "H", "C", "O", "C", "C", "N", "C", "C", "O", "C", "H", "H", "H", "H", "H", "H", "H", "H", "H", "H", "H", "H", "H", "H", "H", "C", "O", "C", "C", "N", "C", "C", "O", "C", "H", "H", "H", "H", "H", "H", "H", "H", "H", "H", "H", "H", "H", "H", "H", "C", "O", "H", "H", "H", "H", "C", "O", "H", "H", "H", "H", "C", "O", "H", "H", "H", "H", "C", "O", "H", "H", "H", "H", "C", "O", "H", "H", "H", "H", "C", "O", "H", "H", "H", "H", "C", "O", "H", "H", "H", "H", "C", "O", "H", "H", "H", "H", "C", "O", "H", "H", "H", "H", "C", "O", "H", "H", "H", "H", "C", "O", "H", "H", "H", "H", "C", "C", "O", "H", "H", "H", "H", "H", "H"], "positions_angstrom": [[1.784, -1.875, -3.616], [1.970, -2.368, -4.913], [2.155, -3.767, -5.039], [2.077, -4.107, -6.515], [0.682, -4.005, -6.995], [-0.056, -5.256, -6.903], [-1.473, -5.133, -7.487], [-2.203, -4.289, -6.596], [-3.435, -3.881, -7.197], [0.906, -2.242, -3.082], [1.728, -0.788, -3.683], [2.718, -2.036, -3.064], [1.358, -4.293, -4.503], [3.107, -4.110, -4.619], [2.517, -5.085, -6.715], [2.677, -3.414, -7.108], [0.231, -3.359, -6.354], [-0.130, -5.590, -5.862], [0.418, -6.035, -7.504], [-1.939, -6.122, -7.442], [-1.417, -4.781, -8.518], [-3.923, -3.144, -6.561], [-4.084, -4.746, -7.348], [-3.275, -3.410, -8.169], [2.510, 7.874, 3.866], [1.873, 6.866, 3.096], [2.711, 6.194, 2.187], [1.764, 5.402, 1.271], [0.817, 6.260, 0.574], [-0.107, 5.565, -0.299], [-0.901, 4.392, 0.286], [-1.774, 4.817, 1.327], [-2.284, 3.720, 2.070], [3.470, 7.520, 4.249], [1.883, 8.232, 4.680], [2.730, 8.752, 3.249], [3.473, 5.588, 2.689], [3.292, 6.912, 1.594], [1.359, 4.590, 1.886], [2.327, 4.926, 0.462], [0.292, 6.779, 1.269], [0.464, 5.141, -1.130], [-0.842, 6.275, -0.680], [-0.220, 3.639, 0.698], [-1.424, 3.935, -0.561], [-2.749, 2.966, 1.431], [-3.020, 4.065, 2.797], [-1.480, 3.297, 2.681], [-0.919, 6.009, 4.725], [-1.823, 5.020, 5.219], [-1.162, 3.907, 5.796], [-2.240, 3.079, 6.456], [-3.023, 2.361, 5.443], [-4.277, 1.809, 5.939], [-5.288, 1.745, 4.798], [-5.529, 3.061, 4.304], [-6.617, 3.056, 3.382], [-1.541, 6.867, 4.479], [-0.392, 5.593, 3.865], [-0.217, 6.289, 5.513], [-0.496, 4.217, 6.608], [-0.642, 3.349, 5.013], [-2.881, 3.707, 7.084], [-1.787, 2.375, 7.161], [-3.229, 3.129, 4.807], [-4.677, 2.364, 6.792], [-4.074, 0.783, 6.258], [-6.179, 1.216, 5.152], [-4.961, 1.093, 3.980], [-6.605, 3.983, 2.812], [-7.588, 2.875, 3.842], [-6.449, 2.279, 2.627], [-2.861, -3.290, 0.939], [-3.197, -4.441, 1.700], [-4.593, -4.671, 1.673], [-4.830, -6.030, 2.365], [-4.396, -7.171, 1.579], [-4.839, -8.404, 2.243], [-4.121, -9.595, 1.626], [-2.771, -9.696, 2.015], [-2.177, -10.876, 1.508], [-1.790, -3.192, 0.770], [-3.177, -2.364, 1.425], [-3.372, -3.262, -0.027], [-4.968, -4.636, 0.648], [-5.039, -3.884, 2.292], [-5.893, -6.086, 2.602], [-4.277, -6.006, 3.312], [-3.397, -7.281, 1.455], [-5.922, -8.523, 2.236], [-4.526, -8.307, 3.293], [-4.200, -9.571, 0.536], [-4.643, -10.459, 2.061], [-1.114, -10.827, 1.742], [-2.383, -11.023, 0.448], [-2.498, -11.748, 2.089], [3.612, 2.427, 2.440], [2.314, 2.272, 1.891], [1.397, 1.685, 2.796], [1.651, 0.184, 2.988], [1.720, -0.552, 1.718], [0.385, -0.887, 1.240], [0.484, -1.382, -0.214], [1.092, -0.483, -1.110], [0.365, 0.741, -1.152], [4.002, 1.500, 2.872], [3.569, 3.049, 3.342], [4.351, 2.786, 1.728], [0.419, 1.818, 2.324], [1.280, 2.257, 3.723], [0.863, -0.176, 3.653], [2.542, 0.067, 3.609], [2.149, 0.099, 1.068], [-0.369, -0.093, 1.290], [-0.060, -1.699, 1.818], [-0.471, -1.727, -0.627], [1.116, -2.275, -0.201], [0.526, 1.206, -2.128], [0.706, 1.487, -0.428], [-0.703, 0.550, -1.034], [0.325, -0.428, -7.013], [0.196, 0.957, -6.873], [0.492, 1.317, -5.525], [0.575, 2.845, -5.438], [-0.673, 3.421, -5.933], [-0.483, 4.669, -6.658], [-1.787, 5.321, -7.123], [-2.377, 4.561, -8.169], [-1.911, 4.860, -9.455], [-0.179, -1.107, -6.318], [1.355, -0.804, -6.976], [0.009, -0.672, -8.029], [1.491, 0.900, -5.356], [-0.224, 0.893, -4.816], [1.465, 3.192, -5.974], [0.710, 3.226, -4.423], [-1.125, 2.812, -6.607], [0.222, 4.473, -7.476], [0.012, 5.364, -5.971], [-1.610, 6.345, -7.460], [-2.432, 5.309, -6.245], [-2.247, 5.877, -9.692], [-2.335, 4.161, -10.171], [-0.819, 4.868, -9.521], [2.656, 4.415, -2.628], [3.546, 4.040, -3.651], [3.195, 4.821, -1.768], [1.968, 5.148, -3.052], [2.027, 3.581, -2.292], [4.196, 3.409, -3.290], [-2.352, -0.801, 3.915], [-1.540, 0.328, 4.071], [-1.785, -1.621, 3.470], [-2.861, -1.081, 4.843], [-3.127, -0.596, 3.163], [-2.181, 0.935, 4.493], [2.623, 0.637, 6.458], [3.374, 1.368, 5.511], [2.647, -0.426, 6.215], [2.942, 0.774, 7.494], [1.571, 0.930, 6.349], [3.294, 2.280, 5.823], [7.224, 1.141, 2.760], [7.925, 2.385, 2.688], [6.649, 1.019, 3.681], [6.537, 1.021, 1.924], [7.953, 0.328, 2.726], [8.675, 2.283, 3.280], [-0.078, -5.628, 0.867], [-1.340, -6.268, 0.915], [-0.006, -4.845, 0.103], [0.131, -5.100, 1.803], [0.699, -6.369, 0.688], [-1.973, -5.661, 1.340], [1.277, -3.286, 3.862], [2.220, -3.152, 2.809], [0.267, -3.176, 3.459], [1.384, -4.298, 4.252], [1.456, -2.575, 4.671], [2.236, -2.227, 2.495], [-4.331, 0.015, 0.395], [-3.070, -0.265, -0.192], [-4.547, 1.084, 0.412], [-5.183, -0.531, -0.021], [-4.284, -0.400, 1.402], [-3.123, -0.031, -1.124], [2.845, -4.975, -1.355], [4.151, -5.422, -1.077], [2.836, -4.164, -2.084], [2.150, -5.716, -1.765], [2.340, -4.608, -0.457], [4.113, -5.859, -0.223], [2.553, 5.049, 5.799], [3.029, 3.977, 6.587], [1.637, 5.506, 6.174], [3.302, 5.836, 5.695], [2.387, 4.595, 4.822], [3.068, 4.188, 7.523], [4.586, -2.342, 0.453], [5.549, -1.958, -0.501], [4.350, -1.504, 1.106], [3.629, -2.741, 0.102], [5.018, -3.159, 1.040], [5.782, -2.694, -1.071], [-1.882, -1.887, -3.990], [-1.284, -3.115, -4.347], [-1.714, -1.137, -4.772], [-2.972, -1.997, -4.027], [-1.497, -1.527, -3.040], [-1.666, -3.507, -5.155], [3.853, 1.481, -0.881], [3.903, 1.047, -2.322], [4.978, 1.774, -2.926], [2.978, 1.038, -0.401], [3.658, 2.546, -0.756], [4.708, 1.138, -0.299], [2.997, 1.324, -2.874], [3.964, -0.040, -2.402], [5.190, 1.340, -3.760]], "lowdin_charge": [-0.1103, -0.1931, -0.2208, -0.1802, -0.0439, -0.2130, -0.1942, -0.2371, -0.0759, 0.0800, 0.0665, 0.0831, 0.1182, 0.1211, 0.1160, 0.1130, 0.0676, 0.1207, 0.1198, 0.1245, 0.1257, 0.0879, 0.0909, 0.0908, -0.1042, -0.2173, -0.2091, -0.1990, -0.0397, -0.1882, -0.2223, -0.1747, -0.0925, 0.0766, 0.0874, 0.0896, 0.1120, 0.1245, 0.0984, 0.1103, 0.1033, 0.0947, 0.1232, 0.0955, 0.1230, 0.0860, 0.0787, 0.0725, -0.0741, -0.2019, -0.2198, -0.1868, -0.0647, -0.1847, -0.2200, -0.1840, -0.0980, 0.0985, 0.0779, 0.0680, 0.1198, 0.1161, 0.1239, 0.1234, 0.0891, 0.1214, 0.1167, 0.1239, 0.1097, 0.0897, 0.0888, 0.0781, -0.0809, -0.2201, -0.1954, -0.2072, -0.0515, -0.2088, -0.2416, -0.1868, -0.1108, 0.0738, 0.0592, 0.0980, 0.1262, 0.1227, 0.1193, 0.1229, 0.0880, 0.1177, 0.1187, 0.1273, 0.1203, 0.0875, 0.0876, 0.0844, -0.0947, -0.2128, -0.2034, -0.1827, -0.0228, -0.1865, -0.2094, -0.2019, -0.0813, 0.0747, 0.0743, 0.0897, 0.0987, 0.1134, 0.1059, 0.0972, 0.0818, 0.1120, 0.0945, 0.1088, 0.1120, 0.0804, 0.0790, 0.0776, -0.1305, -0.1718, -0.2081, -0.1939, -0.0625, -0.2229, -0.2043, -0.1986, -0.1203, 0.0632, 0.0844, 0.0927, 0.1142, 0.1130, 0.1185, 0.0993, 0.0994, 0.1142, 0.1197, 0.1166, 0.1211, 0.0853, 0.0880, 0.0822, -0.1984, -0.1236, 0.0764, 0.0776, 0.0551, 0.0397, -0.1664, -0.1373, 0.0604, 0.0847, 0.0498, 0.0272, -0.1585, -0.1418, 0.0720, 0.0785, 0.0756, 0.0282, -0.1578, -0.1220, 0.0730, 0.0642, 0.0780, 0.0677, -0.1566, -0.1287, 0.0624, 0.0698, 0.0781, 0.0283, -0.1627, -0.1462, 0.0519, 0.0796, 0.0696, 0.0210, -0.1540, -0.1304, 0.0756, 0.0842, 0.0452, 0.0759, -0.1789, -0.1001, 0.0536, 0.0832, 0.0565, 0.0819, -0.1258, -0.1177, 0.0638, 0.0755, 0.0759, 0.0970, -0.1672, -0.1126, 0.0661, 0.0518, 0.0828, 0.0732, -0.1490, -0.1350, 0.0619, 0.0780, 0.0645, 0.0328, -0.0629, -0.2810, -0.0811, 0.0418, 0.0675, 0.0827, 0.0971, 0.1055, 0.1027], "homo_lumo_gap_ev": 8.64, "e_homo_ev": -8.36, "spin_multiplicity": 1}


(2)
{"formula": "C4H8N4O", "method": "the ωB97M-V functional and the def2-TZVPD basis", "species": ["N", "N", "C", "C", "C", "C", "O", "N", "N", "H", "H", "H", "H", "H", "H", "H", "H"], "positions_angstrom": [[1.580, 1.506, 0.127], [0.567, 1.949, 1.013], [-0.154, 1.033, 1.540], [0.184, -0.416, 1.597], [-0.045, -1.411, 0.753], [-0.586, -1.375, -0.613], [-1.231, -2.289, -1.116], [-0.406, -0.120, -1.261], [-1.145, 0.053, -2.407], [2.045, 0.604, 0.403], [2.295, 2.206, 0.023], [-0.942, 1.484, 2.109], [0.703, -0.704, 2.531], [0.124, -2.428, 1.144], [0.502, 0.473, -1.000], [-1.367, -0.938, -2.678], [-2.124, 0.373, -2.166]], "lowdin_charge": [-0.0302, -0.0261, -0.1747, -0.0864, -0.0307, -0.4625, 0.0409, -0.0675, -0.0130, 0.1056, 0.0808, 0.1020, 0.1195, 0.1238, 0.1347, 0.0812, 0.1026], "homo_lumo_gap_ev": 9.26, "smiles": "N/N=C\\C=C/C(=O)NN", "e_homo_ev": -8.97, "e_above_lowest_kj_mol": 351.8, "spin_multiplicity": 1}


(3)
{"formula": "C21H36HfP2", "method": "the ωB97M-V functional and the def2-TZVPD basis", "species": ["P", "P", "C", "C", "H", "H", "H", "H", "C", "H", "H", "H", "C", "H", "H", "H", "C", "H", "H", "H", "C", "H", "H", "H", "Hf", "C", "C", "C", "C", "C", "C", "C", "C", "C", "H", "H", "H", "H", "H", "H", "H", "H", "H", "H", "H", "H", "H", "H", "H", "C", "C", "C", "C", "C", "C", "H", "H", "H", "H", "H"], "positions_angstrom": [[0.261, -1.967, 0.800], [0.040, 1.310, 0.965], [-0.090, -1.003, -0.710], [0.270, 0.482, -0.658], [-1.154, -1.155, -0.940], [0.485, -1.498, -1.495], [1.308, 0.653, -0.980], [-0.379, 1.038, -1.337], [-1.684, 1.808, 1.005], [-1.855, 2.354, 1.941], [-2.337, 0.923, 0.979], [-1.842, 2.448, 0.128], [1.046, 2.797, 0.871], [0.765, 3.319, -0.046], [2.108, 2.538, 0.862], [0.840, 3.408, 1.752], [-0.925, -3.314, 0.829], [-0.723, -3.941, 1.711], [-0.780, -3.871, -0.106], [-1.939, -2.885, 0.898], [1.905, -2.715, 0.534], [2.715, -1.972, 0.600], [1.887, -3.169, -0.463], [2.075, -3.487, 1.300], [0.860, -0.396, 2.568], [0.633, 1.168, -3.697], [-0.717, 1.224, -3.549], [-1.675, 0.553, -4.503], [-1.291, -0.887, -4.908], [-0.605, -1.668, -3.820], [0.730, -1.738, -3.655], [1.706, -0.990, -4.534], [1.315, 0.472, -4.836], [0.076, -1.982, 3.920], [1.288, 1.796, -3.083], [-1.191, 1.955, -2.877], [-1.809, 1.152, -5.424], [-2.668, 0.526, -4.031], [-2.225, -1.405, -5.171], [-0.710, -0.862, -5.840], [-1.278, -2.338, -3.265], [1.187, -2.536, -3.043], [1.859, -1.519, -5.493], [2.685, -0.993, -4.034], [2.246, 1.012, -5.056], [0.733, 0.512, -5.765], [0.533, -1.882, 4.924], [0.266, -3.027, 3.629], [-1.008, -1.922, 4.115], [-0.373, 2.430, 6.438], [-1.396, 1.637, 5.913], [-1.267, 1.072, 4.628], [-0.077, 1.255, 3.903], [0.917, 2.119, 4.403], [0.760, 2.695, 5.677], [-0.466, 2.845, 7.444], [-2.299, 1.455, 6.502], [-2.085, 0.475, 4.208], [1.804, 2.347, 3.805], [1.547, 3.345, 6.069]], "lowdin_charge": [0.7131, 0.7154, -0.3735, -0.3872, 0.1049, 0.0371, 0.0964, 0.0417, -0.2021, 0.0607, 0.0697, 0.0722, -0.2105, 0.0753, 0.0619, 0.0582, -0.2046, 0.0612, 0.0765, 0.0765, -0.2135, 0.0551, 0.0672, 0.0717, 1.3990, -0.1133, -0.1274, -0.1735, -0.1803, -0.1124, -0.1436, -0.1720, -0.1834, -0.2826, 0.1045, 0.1018, 0.1325, 0.1098, 0.1203, 0.1115, 0.1116, 0.1016, 0.1318, 0.1077, 0.1199, 0.1109, 0.0280, -0.0060, 0.0183, -0.0491, -0.0459, -0.1306, -0.3478, -0.1585, -0.0623, 0.1257, 0.1219, 0.1028, 0.0848, 0.1212], "total_charge": 2, "homo_lumo_gap_ev": 5.56, "e_homo_ev": -13.67, "spin_multiplicity": 1}


(4)
{"formula": "C4H3CoLiO", "method": "the ωB97M-V functional and the def2-TZVPD basis", "species": ["C", "C", "H", "Co", "O", "C", "C", "Li", "H", "H"], "positions_angstrom": [[-1.212, 0.881, -0.629], [-1.367, -0.292, -1.124], [-1.919, -1.060, -1.657], [-0.927, 2.576, 0.435], [1.523, -0.523, 1.547], [0.495, -0.706, 0.926], [0.103, -0.192, -0.351], [2.614, 1.029, 1.189], [0.907, -0.067, -1.084], [-0.216, -1.646, 0.749]], "lowdin_charge": [-0.0030, 0.1598, 0.1801, 1.4629, 0.0992, -0.1558, -0.0745, 0.9026, 0.1674, 0.2613], "total_charge": 3, "homo_lumo_gap_ev": [7.97, 6.84], "e_homo_ev": [-23.99, -24.67], "e_above_lowest_kj_mol": 0.0, "spin_multiplicity": 5}


Number 1: largest force on an atom 0.040 Eh/bohr. Number 2: largest force on an atom 0.073 Eh/bohr. Number 3: largest force on an atom 0.123 Eh/bohr. Number 4: largest force on an atom 0.075 Eh/bohr.